17
Properties=species:S:1:pos:R:3 method="wB97M-V/def2-TZVPD" multiplicity=1 e_tot_ha=-190.27172 e_above_lowest_ev=1.792 lumo_ha=0.067 total_charge=-1 orbital_gap_ev=6.153 homo_energy_ev=-4.3
Cs 1.13138 -0.59249 2.01822
B -0.02269 -1.04814 -1.10454
H 0.98994 -0.52151 -1.22374
H -0.66350 -0.45533 -0.35907
H -0.60578 -1.23760 -2.09583
H 0.16052 -2.06896 -0.60301
B -1.96214 -1.55529 1.73276
H -1.02744 -2.06476 1.30573
H -2.88928 -2.26541 1.71982
H -1.68171 -1.34363 2.83303
H -2.19877 -0.57319 1.17654
C 1.55797 2.61955 -0.91616
O 1.40474 1.43301 -0.17512
H 1.79740 3.49804 -0.31425
H 2.25349 2.54770 -1.76060
H 0.59486 2.88561 -1.38434
H 1.16103 0.74241 -0.84945

18
Properties=species:S:1:pos:R:3 method="wB97M-V/def2-TZVPD" multiplicity=1 e_tot_ha=-380.48006 e_above_lowest_ev=1.372 smiles=NCN.O.O.O lumo_ha=0.011 orbital_gap_ev=9.556 homo_energy_ev=-9.2
N 0.98999 0.77712 -1.26602
C -0.33890 0.02048 -1.21732
N -1.20125 -0.08204 -2.38868
H 1.67520 0.51464 -0.58295
H 0.77294 1.77355 -1.29833
H -0.22029 -0.97744 -0.75468
H -0.88213 0.58654 -0.47440
H -1.77770 0.77361 -2.55573
H -0.58481 -0.29977 -3.16313
O 0.86555 -0.25240 3.98564
H 1.42419 -0.55115 3.20481
H 0.44787 0.48024 3.53119
O -0.47391 2.35563 1.71475
H -0.70494 3.27501 1.88616
H -1.19221 1.84359 2.03117
O 0.43630 -3.69574 -0.55545
H -0.19985 -3.55638 -1.22308
H 0.96396 -2.98549 -0.87396

20
Properties=species:S:1:pos:R:3 method="wB97M-V/def2-TZVPD" multiplicity=1 e_tot_ha=-530.69367 e_above_lowest_ev=9.990 lumo_ha=-0.216 orbital_gap_ev=3.813 homo_energy_ev=-9.7
N -0.59411 0.59644 1.94457
C -0.01815 -0.34692 1.02456
N 1.31077 0.26309 0.81916
O -0.12282 -1.72668 1.36975
H -0.30978 1.48000 1.58153
H -0.49686 0.43349 2.96945
H -0.48583 -0.26116 0.04069
H 1.24915 1.20258 0.35417
H 0.72061 3.51188 0.27499
H 1.98456 -0.44410 0.54350
O 0.33884 2.66976 0.33079
H -0.58945 0.78614 -1.75711
H -0.76894 2.06235 -0.66504
O -1.23477 1.54358 -1.37070
H 0.88838 -0.77293 -3.05247
H 0.11905 -1.50253 -1.77324
O 0.44049 -0.56751 -2.20836
H -0.31286 -2.22230 0.51825
H -0.56737 -3.35272 -1.27910
O -0.21403 -2.52612 -1.02761

21
Properties=species:S:1:pos:R:3 method="wB97M-V/def2-TZVPD" multiplicity=1 e_tot_ha=-769.24547 e_above_lowest_ev=0.610 smiles="N/N=C(/[NH3+])N(N)P(N)[NH3+]" lumo_ha=-0.259 total_charge=+2 orbital_gap_ev=9.938 homo_energy_ev=-17.0
N -0.33708 -2.24924 -0.01962
N -1.31616 -1.20857 0.03685
C -1.17082 0.02487 0.01886
N -2.55004 0.67614 0.09365
N -0.09281 0.82744 -0.00183
N -0.56659 2.25602 -0.10253
P 1.64014 0.76278 -0.22124
N 2.14676 0.32925 1.28547
N 1.67955 -0.95679 -1.07602
H -0.77709 -3.03744 -0.35495
H 0.14200 -2.46291 0.92056
H -2.23836 1.74899 0.08061
H -3.09952 0.37869 0.92691
H -3.03662 0.46745 -0.81399
H -0.27360 2.63440 0.77950
H -0.05035 2.82337 -0.89260
H 3.18832 0.28890 1.26691
H 1.89384 0.75106 2.12965
H 2.37742 -1.65058 -1.02404
H 1.56066 -0.64866 -2.12562
H 0.88035 -1.75518 -0.90653

18
Properties=species:S:1:pos:R:3 method="wB97M-V/def2-TZVPD" multiplicity=1 e_tot_ha=-400.74008 e_above_lowest_ev=1.072 lumo_ha=-0.134 total_charge=+1 orbital_gap_ev=11.008 homo_energy_ev=-14.7
C 0.88246 -0.82678 1.06846
N 0.09932 -1.44331 0.28625
H 1.35167 -1.07999 2.03821
H 1.44556 0.08200 0.82655
H -0.14358 -1.13626 -0.63993
H -0.32495 -2.30616 0.61556
H 0.97249 -1.99537 -2.52457
H 2.35255 -1.34901 -2.14607
O 1.46612 -1.54825 -1.82655
H -0.89597 2.75982 0.59173
H -0.94367 1.50521 -0.41360
O -0.66146 1.83055 0.46031
H -1.00836 -0.11699 3.35934
H -0.39130 1.09927 2.66726
O -0.18798 0.20150 2.95620
H -0.69769 1.10659 -2.72424
H -1.90189 1.96892 -2.50492
O -1.41332 1.24827 -2.08999

19
Properties=species:S:1:pos:R:3 method="wB97M-V/def2-TZVPD" multiplicity=1 e_tot_ha=-1142.57336 e_above_lowest_ev=1.837 smiles=CSS.O.O.O.O lumo_ha=0.018 orbital_gap_ev=8.275 homo_energy_ev=-7.8
C 1.31368 0.09315 -2.96088
S 1.84964 0.57601 -1.29694
S 0.50551 1.66645 -0.18561
H 0.65616 -0.72632 -2.95738
H 1.01313 1.00191 -3.57120
H 2.22441 -0.33447 -3.56753
H -0.52055 1.39696 -0.92093
O -1.50925 -0.52325 1.68739
H -1.13740 -0.45879 2.56350
H -0.82041 -1.07682 1.31216
O -0.10738 -3.29766 -0.88561
H -0.04672 -4.24069 -1.13772
H -0.87720 -3.22318 -0.29995
O 1.15120 -1.44715 4.20574
H 1.36111 -1.01197 5.04174
H 0.83102 -2.35350 4.41392
O -2.09188 4.49767 -0.14141
H -2.48714 5.14281 -0.70588
H -1.30790 4.31884 -0.59340

18
Properties=species:S:1:pos:R:3 method="wB97M-V/def2-TZVPD" multiplicity=1 e_tot_ha=-421.44945 e_above_lowest_ev=1.262 smiles=CO.O.O.O.O lumo_ha=0.022 orbital_gap_ev=10.913 homo_energy_ev=-10.3
C 0.79090 0.41767 -0.12708
O 0.11660 -0.72154 0.39429
H 1.37031 0.86947 0.75656
H 0.09955 1.03503 -0.70271
H 1.59019 0.08822 -0.79196
H -0.65247 -0.56943 0.94506
O 2.42120 5.36690 -1.72490
H 1.92621 5.72292 -2.47605
H 3.29917 5.52358 -2.10021
O -1.54032 -5.01434 0.13454
H -1.62270 -4.22914 -0.41948
H -1.84599 -5.71898 -0.44771
O 0.01312 -3.15825 2.24081
H 0.25153 -4.06540 2.01207
H 0.52366 -2.68522 1.56488
O -1.65581 2.97522 -0.65079
H -2.34546 3.50831 -1.05001
H -1.98242 2.60309 0.17335

18
Properties=species:S:1:pos:R:3 method="wB97M-V/def2-TZVPD" multiplicity=1 e_tot_ha=-421.42564 e_above_lowest_ev=1.909 smiles=CO.O.O.O.O lumo_ha=0.015 orbital_gap_ev=10.722 homo_energy_ev=-10.3
C 0.18873 -0.12405 2.50180
O -0.48480 -0.81016 1.31827
H 1.19424 0.19081 2.22410
H -0.40969 0.70620 2.56862
H 0.22552 -0.81690 3.27000
H -0.47502 -1.78769 1.36570
O -0.79671 0.29328 -2.04340
H 0.10908 0.62321 -2.33437
H -0.52941 -0.67217 -2.00043
O 1.27561 1.29661 -0.48508
H 0.42978 0.95729 -0.04994
H 1.29112 2.13677 0.07875
O 1.75707 -2.70866 -0.67097
H 2.74911 -2.44357 -0.99032
H 1.75258 -3.50543 -1.19034
O -2.63754 2.40779 -0.81373
H -2.57003 1.43713 -1.13823
H -3.06965 2.81954 -1.61042

17
Properties=species:S:1:pos:R:3 method="wB97M-V/def2-TZVPD" multiplicity=1 e_tot_ha=-1254.78131 e_above_lowest_ev=0.000 lumo_ha=-0.134 total_charge=+1 orbital_gap_ev=11.022 homo_energy_ev=-14.7
C -0.60945 -0.12926 1.95991
Si -1.89283 0.53283 -1.19571
Si 1.15970 -1.98442 -0.12804
Si 1.28968 1.76119 -0.51528
P -0.06215 -0.03956 0.11194
H 0.13326 0.28771 2.54991
H -0.72385 -1.16783 2.28771
H -1.59954 0.38446 1.78421
H -2.23412 1.87389 -0.82705
H -2.90721 -0.53154 -1.02305
H -1.48188 0.41307 -2.56109
H 2.50369 -1.54410 0.18767
H 0.80090 -3.07926 0.78946
H 0.87587 -2.15159 -1.47500
H 0.47079 2.84153 -0.96367
H 1.96882 0.94847 -1.48252
H 2.30832 1.58441 0.50060

23
Properties=species:S:1:pos:R:3 method="wB97M-V/def2-TZVPD" multiplicity=3 e_tot_ha=-537.73117 lumo_ha="-0.258 / -0.376" total_charge=+2 orbital_gap_ev="7.737 / 6.812" homo_energy_ev="-14.8 / -17.1"
C 0.32077 1.62566 -0.34113
N 0.02712 -0.59007 -0.22506
N -1.15433 -0.77569 -0.70210
N 0.34319 -1.02886 0.96194
N -1.27476 -0.40098 -1.99812
N -2.59773 -1.63441 1.09574
N 1.51321 1.76237 1.69419
N 2.64205 1.37773 -0.29145
N -2.22258 -1.56892 -0.23646
N 1.44447 1.72235 0.33791
H 0.33300 1.77214 -1.34852
H -0.68085 1.80873 0.17931
H -0.41333 -1.15318 1.66804
H 1.22139 -0.68288 1.35958
H -0.37802 -0.32236 -2.48768
H -2.02880 -0.85775 -2.53637
H -2.23771 -2.37164 1.64311
H -3.62777 -1.41330 1.25242
H 1.05292 2.65090 2.12040
H 2.42585 1.61502 2.13193
H 3.41871 1.85770 0.12579
H 2.50137 1.00157 -1.24186
H -2.78994 -1.88495 -1.01929